ORCA calculation (ωB97M-V/def2-TZVPD) on a 2-piece molecular cluster, C4H7NO2 overall.

Structure (XYZ):
```
14
Properties=species:S:1:pos:R:3:mulliken_charge:R:1
O -1.27586 -1.96657 0.40462 -0.31
N -0.60531 -1.89886 -0.61836 -0.16
C 0.26025 -0.79088 -0.52828 0.02
C 0.18268 0.30818 -1.29555 -0.49
C 0.79829 1.20229 -0.24266 -0.52
C 0.95211 -0.09349 0.63224 0.41
O 0.36086 -0.11315 1.89865 -0.58
H -0.28039 0.50521 -2.25748 0.36
H 0.09745 1.89104 0.24255 0.30
H 1.70600 1.73515 -0.53914 0.29
H 2.00289 -0.38810 0.72033 0.30
H -0.42973 -0.66943 1.84555 0.35
H -2.04919 -0.12266 0.07819 0.13
H -1.72003 0.40126 -0.34066 -0.10
```

- SMILES string: O=NC1=CC[C@H]1O.[H][H]
- Energy above the lowest of the compared OMol25 structures with the same formula, charge and spin: 6.4297 eV



ORCA calculation (ωB97M-V/def2-TZVPD) on C17H19CdClN7O9S7 as an isolated structure.

Structure (XYZ):
```
61
Properties=species:S:1:pos:R:3:mulliken_charge:R:1
Cd -0.47348 0.63002 -0.09973 2.20
O -5.61131 0.84777 -4.57619 -0.63
C -4.67715 0.87994 -3.81079 0.57
S -3.15314 0.03574 -4.07044 -0.18
C -2.32470 0.57187 -2.61201 -0.02
C -3.02769 1.38097 -1.79337 0.12
S -2.52782 2.11721 -0.27274 -0.82
S -4.66717 1.77881 -2.29464 -0.18
S -0.69158 -0.05668 -2.45099 -0.63
N 3.09423 -0.79060 -0.73908 -0.29
C 2.21576 -1.74123 -0.37826 0.07
N 1.04872 -1.49894 0.15780 0.66
C 0.34815 -2.67367 0.35881 -0.36
C 0.98624 -3.80961 -0.00125 -0.39
S 2.54623 -3.43163 -0.63551 -0.29
C -1.00966 -2.59031 0.90595 -0.41
C -1.76756 -3.62353 1.34083 -0.53
S -3.31958 -3.04715 1.83236 -0.27
C -2.82318 -1.42810 1.42772 0.15
N -1.60478 -1.34956 0.97430 0.38
N -3.62954 -0.35780 1.62183 -0.39
H 2.93046 0.16318 -0.42169 0.23
H 4.02003 -1.04962 -1.02308 0.21
H 0.62244 -4.82141 0.03236 0.42
H -1.51289 -4.66725 1.39665 0.42
H -4.61920 -0.53368 1.66209 0.28
H -3.35812 0.49088 1.10768 -0.04
C 3.50155 6.95369 2.18877 -0.82
C 4.06315 6.57172 3.54807 -0.57
S 2.88920 5.75474 4.60500 1.38
O 3.48814 5.61535 5.90993 -0.71
O 1.61686 6.43011 4.48504 -0.68
C 2.71526 4.13630 3.88509 0.69
C 1.50596 3.43288 4.48749 -2.02
N 1.13000 2.28513 3.66708 0.48
C 0.24637 2.30945 2.64823 0.40
N 0.07756 1.09335 2.13803 0.02
C 0.87719 0.25076 2.83358 -0.64
C 1.53452 0.96483 3.78656 0.01
N 2.54350 0.48982 4.66828 1.06
O 2.68562 -0.71654 4.74324 -0.66
O 3.21556 1.30782 5.28188 -0.65
C -0.45351 3.52306 2.15687 -1.37
H 4.26557 7.48231 1.61927 0.38
H 2.63821 7.60696 2.30564 0.28
H 3.20276 6.08254 1.60834 0.10
H 4.35322 7.44312 4.13913 0.43
H 4.92621 5.90707 3.48554 0.37
H 3.63340 3.58627 4.08385 0.47
H 2.58324 4.25665 2.80934 -0.33
H 0.65675 4.11180 4.51504 0.62
H 1.70989 3.09547 5.49777 0.32
H 0.96928 -0.79499 2.60164 0.56
H -0.20825 4.40937 2.73795 0.38
H -1.53073 3.35831 2.18333 0.31
H -0.17512 3.70168 1.11760 0.19
O 2.71936 3.98559 0.64282 -0.72
Cl 2.38058 2.91156 -0.26304 1.69
O 1.05515 3.11689 -0.78587 -0.71
O 3.34740 2.81925 -1.31233 -0.74
O 2.37295 1.65990 0.49861 -0.80
```

- Charge: -1
- Energy above the lowest of the compared OMol25 structures with the same formula, charge and spin: 0.2239 eV



ORCA calculation (ωB97M-V/def2-TZVPD) on a 2-piece molecular cluster, C4H4Cl2 overall in a non-equilibrium geometry.

Structure (XYZ):
```
10
Properties=species:S:1:pos:R:3:mulliken_charge:R:1
C -0.28385 -0.19547 -1.02478 -0.23
C 1.07781 -0.47210 0.76849 -0.37
C 0.31216 0.66815 0.12840 0.26
C -0.24142 -0.70636 0.37909 -0.23
Cl 0.04817 2.31404 0.42596 -0.14
Cl -3.29122 0.07121 0.15002 -0.11
H -1.30613 0.12926 -1.25592 0.17
H 0.50448 -0.44025 -1.68457 0.24
H 1.92458 -0.96251 0.26352 0.18
H 1.25542 -0.40597 1.84979 0.23
```

- Energy above the lowest of the compared OMol25 structures with the same formula, charge and spin: 5.7840 eV



ORCA calculation (ωB97M-V/def2-TZVPD) on C19H24N4O2S2SiTc as an isolated structure.

Structure (XYZ):
```
53
Properties=species:S:1:pos:R:3:mulliken_spin:R:1
Tc -0.92783 0.07722 0.61084 1.06
C -1.97656 3.87238 1.06009 0.00
C -1.97472 3.18957 -0.26905 -0.01
C -2.32502 3.85186 -1.45055 -0.01
C -2.31881 3.17097 -2.64823 0.01
C -1.95393 1.82005 -2.70214 -0.02
C -1.61246 1.24771 -1.50955 0.03
N -1.64079 1.90573 -0.33072 -0.02
N -1.17452 -0.07559 -1.18947 -0.07
Si -0.72954 -1.39515 -2.41195 0.00
C -2.28584 -1.70659 -3.35975 0.00
C -0.21923 -2.86717 -1.42266 0.00
C 0.65972 -0.64345 -3.36558 0.00
H -2.99764 4.12448 1.35060 0.00
H -1.41601 4.80513 1.00886 0.00
H -1.53650 3.23771 1.82618 0.00
H -2.59802 4.89664 -1.40845 0.00
H -2.59064 3.68201 -3.56219 0.00
H -1.93295 1.27452 -3.63176 0.00
H -3.11486 -1.94847 -2.69228 0.00
H -2.13553 -2.56630 -4.01713 0.00
H -2.58310 -0.87310 -3.99413 0.00
H -1.02360 -3.25704 -0.79799 0.00
H 0.67003 -2.69453 -0.81539 0.00
H 0.03561 -3.65415 -2.13836 0.00
H 0.36891 0.28173 -3.86392 0.00
H 1.00260 -1.33854 -4.13484 0.00
H 1.50618 -0.43179 -2.70816 0.00
O 2.89248 1.61349 -0.46305 0.00
C 3.71364 0.91303 0.35143 0.00
C 5.08464 1.14063 0.37972 0.00
C 5.90560 0.37548 1.18199 0.00
C 5.38547 -0.64761 1.97336 0.00
C 4.03246 -0.88363 1.95464 0.00
C 3.17182 -0.10293 1.15836 0.00
C 1.75721 -0.39682 1.19225 0.00
O 0.87011 0.57598 0.83790 0.02
N 1.28961 -1.54144 1.62455 0.01
N -0.06642 -1.47458 1.49718 -0.06
C -0.93060 -2.01068 2.29869 0.02
S -0.78021 -2.91182 3.72572 0.04
C -2.58109 -2.82064 4.06956 0.00
C -3.14130 -1.51575 3.51327 0.00
S -2.51032 -1.43340 1.79819 -0.01
H 3.40526 2.26299 -0.96039 0.00
H 5.50628 1.92179 -0.24227 0.00
H 6.96893 0.57471 1.18940 0.00
H 6.03465 -1.24425 2.59707 0.00
H 3.60151 -1.66486 2.56443 0.00
H -2.69630 -2.84725 5.15261 0.00
H -3.06243 -3.69728 3.63917 0.00
H -2.79725 -0.64466 4.06704 0.00
H -4.22870 -1.52635 3.46684 0.00
```

- Charge: +2
- Energy above the lowest of the compared OMol25 structures with the same formula, charge and spin: 0.0000 eV
- Multiplicity: 2



ORCA calculation (ωB97M-V/def2-TZVPD) on a 2-piece molecular cluster, C3H10N2O overall in a non-equilibrium geometry.

Structure (XYZ):
```
16
Properties=species:S:1:pos:R:3:mulliken_charge:R:1
C 1.02238 -1.07439 1.54291 -0.93
C 1.36825 0.30780 1.48528 0.07
N 0.47034 1.36881 1.39950 -0.58
H 1.64198 -1.88198 1.12718 0.26
H 0.07800 -1.46471 1.94884 0.29
H 2.40381 0.66456 1.36745 0.32
H -0.49407 1.01348 1.51535 0.24
H 0.65015 2.03992 2.16116 0.26
N -0.12375 -0.76747 -1.77084 -0.61
C -1.24953 0.16812 -1.78644 -0.22
O -1.27086 1.10213 -0.72179 -0.52
H -0.17416 -1.36214 -0.91996 0.19
H -0.26083 -1.42476 -2.55166 0.27
H -1.38707 0.74372 -2.73826 0.28
H -2.25287 -0.39017 -1.82438 0.23
H -0.42178 0.95708 -0.23433 0.47
```

- SMILES string: C=CN.NCO
- Energy above the lowest of the compared OMol25 structures with the same formula, charge and spin: 2.5626 eV



ORCA calculation (ωB97M-V/def2-TZVPD) on one molecule with the formula C2H3ClF2S in a non-equilibrium geometry.

Structure (XYZ):
```
9
Properties=species:S:1:pos:R:3:mulliken_charge:R:1
F -1.20431 -1.29976 -0.75446 -0.22
C -0.91507 -0.17123 0.04903 0.72
F -0.93640 -0.55213 1.35538 -0.20
Cl -2.25828 0.98945 -0.21202 -0.15
C 0.38261 0.52214 -0.32251 -0.76
S 1.86359 -0.69795 -0.15995 -0.20
H 0.49377 0.87109 -1.47538 0.33
H 0.61055 1.42089 0.37942 0.34
H 1.96353 -1.08248 1.14049 0.15
```

- SMILES string: FC(F)(Cl)CS
- Energy above the lowest of the compared OMol25 structures with the same formula, charge and spin: 0.4317 eV